Molecular formula: C2H14NO4S
Method: DFT, ωB97M-V with the def2-TZVPD basis set

```
22
C2H14NO4S | the OMol25 dataset | ωB97M-V with the def2-TZVPD basis set
S 1.759 0.597 0.543
O -0.155 3.779 -1.185
O -2.320 -0.293 -3.828
O 0.163 0.332 -2.751
O -2.342 -3.364 0.685
N -0.214 -1.409 1.979
C 1.396 0.453 2.331
C 0.874 -0.905 2.821
H -2.827 -2.698 1.182
H 2.282 0.743 2.897
H 0.579 -0.774 3.853
H 1.657 -1.650 2.791
H 0.432 3.015 -1.173
H -1.118 -1.185 2.378
H -0.186 -0.889 1.097
H -1.981 -0.637 -4.657
H 0.566 1.152 2.461
H -0.259 0.939 -2.128
H 0.803 -0.120 -2.187
H 0.272 4.518 -0.751
H -1.533 -0.295 -3.257
H -1.427 -3.046 0.806
```

The value obtained for the HOMO energy is -0.1212 Eh. The value obtained for the gap between HOMO and LUMO is 6.872 eV. Its total charge is -1. For the LUMO energy, the calculation gives 3.57 eV. As for the total energy: -838.54561 a.u.

***

Molecular formula: C2H14NO5
Method: DFT, ωB97M-V with the def2-TZVPD basis set

```
22
C2H14NO5 | the OMol25 dataset | ωB97M-V with the def2-TZVPD basis set
O -2.182 -1.463 -1.499
O -0.133 -2.204 -0.021
O 1.894 0.530 -2.847
O 1.538 -0.625 3.335
O -1.196 3.014 -0.020
N -0.051 0.427 -0.532
C -0.074 -1.417 0.987
C 0.251 -0.006 0.872
H -1.850 3.324 0.637
H 2.720 0.914 -3.136
H 1.055 -1.186 4.040
H -0.022 1.425 -0.746
H 0.779 0.022 -1.157
H -1.614 3.110 -0.866
H 2.438 -0.971 3.442
H 1.252 0.260 1.117
H -2.076 -2.301 -1.091
H -0.101 0.618 1.677
H 1.787 -0.200 -3.515
H -3.109 -1.432 -1.859
H -0.374 -1.745 1.984
H -0.931 -0.094 -0.801
```

The value obtained for the HOMO energy (spin up / spin down) is -0.6869 / -0.6868 Eh. The value obtained for the gap between HOMO and LUMO (spin up / spin down) is 7.887 / 4.687 eV. Its multiplicity is 2. As for the expectation value of S²: 0.7585. Its total charge is +2. For the LUMO energy (spin up / spin down), the calculation gives -10.80 / -14.00 eV. As for the total energy: -514.77396 a.u.

***

Molecular formula: C2H14O4S
Method: DFT, ωB97M-V with the def2-TZVPD basis set

```
21
C2H14O4S | the OMol25 dataset | ωB97M-V with the def2-TZVPD basis set
S -1.881 -0.662 0.879
O 0.446 0.452 1.832
O 2.870 -0.187 0.528
O -0.458 3.126 0.674
O 1.522 -2.224 -0.567
C -0.716 -0.449 -1.720
C -1.990 -0.373 -0.854
H -0.063 0.924 2.559
H 2.601 -0.796 -0.184
H -0.050 2.456 1.116
H -2.197 0.439 1.409
H 0.670 -2.403 -0.253
H 2.677 0.712 0.278
H 0.127 0.127 -1.286
H 1.164 0.027 2.344
H 2.128 -2.458 0.175
H -0.296 3.022 -0.196
H -2.332 0.648 -0.948
H -0.898 -0.074 -2.748
H -2.868 -0.810 -1.311
H -0.455 -1.497 -1.727
```

The value obtained for the HOMO energy is -0.3163 Eh. The value obtained for the gap between HOMO and LUMO is 8.987 eV. For the LUMO energy, the calculation gives 0.38 eV. As for the total energy: -783.67811 a.u.

***

Molecular formula: C2H14O4S2
Method: DFT, ωB97M-V with the def2-TZVPD basis set

```
22
C2H14O4S2 | the OMol25 dataset | ωB97M-V with the def2-TZVPD basis set
S 0.146 1.474 0.575
S -0.776 1.555 -1.286
O 2.582 0.259 -0.635
O -1.870 -2.774 1.238
O 3.717 -1.342 1.836
O -3.497 -0.547 -0.169
C 0.140 -0.416 1.033
C -0.019 -0.064 -2.147
H -0.408 -0.934 -1.620
H 0.972 0.149 -2.053
H 2.346 0.846 0.137
H -0.886 -0.695 1.384
H 0.974 -0.566 1.833
H 3.681 -1.159 0.869
H 2.775 0.865 -1.409
H -2.597 -2.206 1.059
H -4.448 -0.336 -0.452
H -2.181 -3.470 1.904
H 4.404 -2.009 1.907
H 0.554 -0.911 0.277
H -2.967 0.035 -0.760
H -0.314 0.034 -3.168
```

The value obtained for the HOMO energy is -0.3014 Eh. The value obtained for the gap between HOMO and LUMO is 8.696 eV. For the LUMO energy, the calculation gives 0.49 eV. As for the total energy: -1181.87718 a.u.

***

Molecular formula: C2H14O4S2
Method: DFT, ωB97M-V with the def2-TZVPD basis set

```
22
C2H14O4S2 | the OMol25 dataset | ωB97M-V with the def2-TZVPD basis set
S 1.506 0.686 -2.375
S -0.304 -1.295 1.399
O 1.113 3.075 -0.321
O 2.417 -2.516 -0.925
O -3.159 -2.155 0.316
O -1.206 1.378 3.239
C 0.166 -0.283 0.090
C -1.034 0.543 -0.472
H 2.812 0.923 -2.508
H 2.280 -1.663 -1.358
H 0.517 -0.876 -0.802
H -0.920 1.170 4.135
H 2.428 -3.161 -1.645
H 0.976 0.326 0.475
H -3.430 -2.915 0.839
H -2.219 -2.019 0.519
H 1.226 2.283 -0.883
H -1.264 0.275 -1.515
H -0.998 0.585 2.730
H -0.798 1.613 -0.466
H 1.853 3.636 -0.566
H -1.962 0.390 0.093
```

The value obtained for the HOMO energy is -0.3353 Eh. The value obtained for the gap between HOMO and LUMO is 4.099 eV. For the LUMO energy, the calculation gives -5.02 eV. As for the total energy: -1181.73527 a.u.

***

Molecular formula: C2H14O4S2
Method: DFT, ωB97M-V with the def2-TZVPD basis set

```
22
C2H14O4S2 | the OMol25 dataset | ωB97M-V with the def2-TZVPD basis set
S -0.846 0.246 -2.000
S 1.195 1.697 1.783
O 1.840 -1.643 -1.536
O 1.159 2.946 -1.371
O -1.807 1.244 1.488
O -1.914 -2.186 -0.372
C 0.247 -0.875 1.499
C 1.269 0.079 0.897
H -2.634 -2.604 -0.888
H -0.755 -0.937 1.127
H 1.171 0.161 -0.184
H 0.549 2.612 -2.052
H -2.096 2.105 1.862
H -1.589 -1.461 -0.913
H 0.693 2.606 -0.553
H 2.261 -0.267 1.099
H -1.509 1.070 -1.113
H 0.373 -1.897 1.230
H -0.772 1.362 1.316
H 0.270 -0.607 2.524
H 1.114 -1.093 -1.922
H 1.781 -2.559 -1.923
```

The value obtained for the HOMO energy is -0.3359 Eh. The value obtained for the gap between HOMO and LUMO is 3.758 eV. For the LUMO energy, the calculation gives -5.38 eV. As for the total energy: -1181.70030 a.u.

***

Molecular formula: C2H14O5
Method: DFT, ωB97M-V with the def2-TZVPD basis set

```
21
C2H14O5 | the OMol25 dataset | ωB97M-V with the def2-TZVPD basis set
O -1.526 0.346 -1.647
O 0.994 -0.436 -2.527
O 2.651 1.768 -1.858
O -1.302 -0.938 2.199
O -1.688 1.685 1.146
C -0.119 -1.599 1.656
C 0.892 -0.617 1.117
H -1.860 0.934 -0.955
H 0.500 0.030 0.331
H -1.796 0.735 1.337
H 2.151 1.087 -2.357
H 0.662 -0.637 -3.406
H 0.298 -2.218 2.444
H -0.527 -2.233 0.872
H 1.581 -1.287 0.608
H -2.190 0.312 -2.341
H -1.173 -0.863 3.148
H 1.366 0.010 1.858
H 0.219 -0.364 -1.943
H -1.062 2.000 1.803
H 1.929 2.286 -1.484
```

The value obtained for the HOMO energy is -0.3861 Eh. The value obtained for the gap between HOMO and LUMO is 10.932 eV. For the LUMO energy, the calculation gives 0.43 eV. As for the total energy: -460.78620 a.u.

***

Molecular formula: C2H14O5
Method: DFT, ωB97M-V with the def2-TZVPD basis set

```
21
C2H14O5 | the OMol25 dataset | ωB97M-V with the def2-TZVPD basis set
O 0.412 -1.945 1.998
O -1.682 0.261 -0.900
O 0.240 -2.936 -0.589
O -0.550 0.662 1.751
O 0.815 -0.424 -2.500
C 0.828 2.998 0.574
C 0.092 2.576 -0.420
H 0.403 3.659 1.304
H -0.991 0.660 0.867
H 0.104 -1.033 2.031
H 1.721 2.486 0.889
H 0.549 1.937 -1.160
H -0.972 0.175 -1.588
H 0.728 -1.215 -1.963
H -0.818 1.478 2.197
H -0.159 -2.296 2.694
H 1.535 0.043 -2.087
H 1.118 -3.344 -0.554
H -2.063 -0.649 -0.876
H 0.169 -2.454 0.263
H -0.881 2.904 -0.713
```

The value obtained for the HOMO energy is -0.3679 Eh. The value obtained for the gap between HOMO and LUMO is 10.598 eV. For the LUMO energy, the calculation gives 0.59 eV. As for the total energy: -460.77020 a.u.

***

Molecular formula: C2H14O6
Method: DFT, ωB97M-V with the def2-TZVPD basis set

```
22
C2H14O6 | the OMol25 dataset | ωB97M-V with the def2-TZVPD basis set
O 0.457 -2.165 1.821
O -0.594 2.359 -0.422
O 1.278 1.438 1.420
O -0.576 1.038 -2.805
O 0.498 -1.859 -1.264
O 1.955 0.469 -1.510
C -0.236 -1.208 2.047
C -1.750 -1.403 2.057
H -0.048 1.391 -3.523
H -2.201 -1.032 2.984
H 0.020 0.336 -2.489
H 0.545 -2.654 -1.829
H -0.760 3.266 -0.711
H 1.706 2.236 1.681
H 0.192 -0.194 2.152
H 1.841 -0.481 -1.321
H 2.056 0.780 -0.599
H -0.587 1.865 -1.283
H 0.542 1.512 0.797
H 0.036 -2.245 -0.520
H -1.993 -2.472 2.029
H -2.384 -0.977 1.287
```

The value obtained for the HOMO energy is -0.3595 Eh. The value obtained for the gap between HOMO and LUMO is 10.321 eV. For the LUMO energy, the calculation gives 0.54 eV. As for the total energy: -536.02569 a.u.

***

Molecular formula: C2H14O6
Method: DFT, ωB97M-V with the def2-TZVPD basis set

```
22
C2H14O6 | the OMol25 dataset | ωB97M-V with the def2-TZVPD basis set
O 30.418 -0.606 24.575
O 28.665 -4.884 24.616
O 26.967 0.007 22.178
O 27.861 1.982 24.027
O 28.246 -2.216 23.589
O 29.325 -2.775 21.049
C 26.191 1.180 22.477
C 26.478 1.684 23.883
H 28.781 -2.186 20.514
H 29.804 -3.315 20.409
H 28.412 -2.677 22.740
H 28.364 1.272 23.605
H 30.684 -1.046 25.388
H 29.203 -5.203 23.884
H 27.106 0.010 21.230
H 28.556 -3.928 24.451
H 26.101 1.051 24.694
H 25.947 2.634 23.993
H 29.759 -1.202 24.173
H 27.550 -1.565 23.397
H 25.124 0.942 22.377
H 26.498 1.957 21.772
```

The value obtained for the HOMO energy is -0.3829 Eh. The value obtained for the gap between HOMO and LUMO is 10.264 eV. For the LUMO energy, the calculation gives -0.16 eV. As for the total energy: -536.01866 a.u.

***

Listing relative energy (zero: lowest compared OMol25 entry of this formula, charge and spin) for the structures above in their given order: 14.2; 25.4; 47.2; 35.7; 124.7; 146.6; 12.1; 22.2; 0.0; 4.4 kcal/mol.